1.
Here is 2 unconnected molecules or ions with the total composition C21H26N from the OMol25 dataset. Energies are from the ωB97M-V functional and the def2-TZVPD basis.

Each line ends with the natural charge from an NBO analysis.
Cartesian coordinates (Å):
C (-0.57911, 0.15670, -1.44351)  0.03
C (-1.88499, -0.35988, -1.77288)  -0.09
C (-2.02369, -1.60354, -2.44557)  -0.13
C (-3.27514, -2.10208, -2.79120)  -0.22
C (-4.43579, -1.37997, -2.47073)  -0.11
C (-4.32798, -0.14135, -1.82154)  -0.22
C (-3.07692, 0.35671, -1.46293)  -0.14
C (-0.37204, 1.48597, -1.04796)  -0.32
C (0.87867, 2.03656, -0.80012)  0.05
C (1.09273, 3.35069, -0.26813)  -0.07
C (2.41392, 3.86587, -0.15246)  -0.14
C (2.65106, 5.13167, 0.36811)  -0.21
C (1.57600, 5.93721, 0.78085)  -0.11
C (0.26189, 5.46028, 0.66287)  -0.22
C (0.01716, 4.18596, 0.15579)  -0.14
H (0.29943, -0.44693, -1.69780)  0.24
H (-1.11446, -2.15440, -2.69850)  0.23
H (-3.34834, -3.06016, -3.30998)  0.24
H (-5.41561, -1.77548, -2.73857)  0.24
H (-5.22724, 0.43409, -1.58736)  0.24
H (-3.01335, 1.30682, -0.92989)  0.21
H (-1.23595, 2.15215, -0.98042)  0.22
H (1.76633, 1.45413, -1.06231)  0.23
H (3.23699, 3.23648, -0.49616)  0.23
H (3.67696, 5.49525, 0.45521)  0.24
H (1.76470, 6.92900, 1.19049)  0.24
H (-0.57650, 6.08857, 0.97316)  0.24
H (-1.00849, 3.82309, 0.08015)  0.22
C (1.09653, -1.06111, 2.41147)  -0.62
C (1.44521, -2.05475, 1.30570)  0.12
C (2.70056, -1.57198, 0.58987)  -0.60
C (1.62054, -3.47641, 1.91048)  -0.40
C (0.25100, -4.14986, 1.73901)  -0.41
C (-0.47704, -3.35895, 0.62951)  -0.21
N (0.36327, -2.22472, 0.35150)  -0.67
H (1.92996, -1.00562, 3.12421)  0.21
H (0.93356, -0.05924, 1.99417)  0.19
H (0.19449, -1.36846, 2.95354)  0.21
H (3.54388, -1.53506, 1.29166)  0.22
H (2.94513, -2.25739, -0.23105)  0.22
H (2.53911, -0.56789, 0.17457)  0.18
H (2.37618, -4.01953, 1.33365)  0.21
H (1.93469, -3.43353, 2.95788)  0.22
H (0.33762, -5.21001, 1.48454)  0.22
H (-0.31803, -4.05793, 2.67158)  0.21
H (-0.59662, -3.98073, -0.26995)  0.18
H (-1.49098, -3.06527, 0.94872)  0.18
H (-0.04929, -1.40492, -0.05968)  0.35

As for the gap between HOMO and LUMO: 4.873 eV. As for the net charge: +1. As for the largest force on an atom: 1.7 eV Å⁻¹. The LUMO energy comes out at -5.84 eV.

---

2.
Here is a single C21H26N2O molecule from the OMol25 dataset. Energies are from the ωB97M-V functional and the def2-TZVPD basis.

Each line ends with the natural charge from an NBO analysis.
Cartesian coordinates (Å):
C (1.47857, -0.45397, 4.77478)  -0.61
C (0.95279, -1.10007, 3.49813)  -0.40
C (-0.53973, -1.42328, 3.54890)  -0.41
C (-1.40972, -0.16732, 3.44638)  -0.21
N (-1.22419, 0.47951, 2.16050)  -0.46
C (-1.14599, 1.91965, 2.19823)  -0.20
C (-2.41195, 2.65439, 2.66692)  -0.64
H (-3.26319, 2.42113, 2.03110)  0.19
H (-2.24777, 3.72876, 2.63827)  0.21
H (-2.66287, 2.36954, 3.68578)  0.21
H (-0.87459, 2.26103, 1.19654)  0.19
H (-0.32112, 2.18546, 2.86725)  0.19
C (-2.03210, -0.07472, 1.08621)  -0.24
C (-1.23674, -0.13129, -0.19358)  -0.17
C (-1.25162, 0.82052, -1.16102)  0.26
N (-0.44323, 0.71489, -2.25976)  -0.55
C (0.44438, -0.30278, -2.45162)  0.29
C (0.48523, -1.32924, -1.51673)  -0.21
C (1.38417, -2.40353, -1.69307)  -0.14
C (2.21368, -2.45057, -2.76809)  -0.24
C (2.19505, -1.42103, -3.74081)  0.06
C (3.04884, -1.46384, -4.85971)  -0.21
C (3.03343, -0.47050, -5.80007)  -0.20
C (2.15918, 0.61211, -5.65559)  -0.21
C (1.31617, 0.68220, -4.57805)  -0.18
C (1.30493, -0.32526, -3.59393)  -0.13
H (0.65637, 1.53552, -4.49881)  0.19
H (2.15164, 1.39531, -6.39927)  0.22
H (3.69210, -0.51371, -6.65464)  0.22
H (3.72116, -2.30351, -4.96095)  0.21
H (2.90096, -3.27253, -2.90293)  0.21
H (1.37617, -3.17661, -0.93998)  0.24
C (-0.40707, -1.32659, -0.35188)  0.52
O (-0.46735, -2.28262, 0.41294)  -0.62
H (-0.50328, 1.44253, -2.95647)  0.40
C (-2.12660, 2.03852, -1.20058)  -0.66
H (-2.72807, 2.02845, -2.11066)  0.23
H (-2.79510, 2.08038, -0.34994)  0.24
H (-1.51903, 2.94391, -1.20665)  0.23
H (-2.98359, 0.46148, 0.94920)  0.17
H (-2.26388, -1.10834, 1.34982)  0.24
H (-2.46450, -0.43603, 3.62064)  0.17
H (-1.11797, 0.53456, 4.22982)  0.19
H (-0.77815, -1.94945, 4.47601)  0.19
H (-0.76930, -2.07991, 2.70996)  0.24
H (1.12738, -0.43976, 2.64735)  0.21
H (1.50306, -2.02566, 3.31890)  0.20
H (1.00356, 0.50744, 4.95499)  0.19
H (2.55185, -0.28984, 4.70274)  0.21
H (1.28804, -1.09537, 5.63343)  0.20

As for the gap between HOMO and LUMO: 8.279 eV. As for the net charge: 0. As for the largest force on an atom: 0.7 eV Å⁻¹. Its structure (SMILES) is CCCCN(CC)Cc1c(C)[nH]c2c(ccc3ccccc32)c1=O. The LUMO energy comes out at 0.39 eV.

---

Let's list total energy in order: -870.2776, -1000.5981 Ha.
Let's list HOMO energy in order: -10.72, -7.89 eV.